(1)
A 6-piece molecular cluster, C26H44Cl2N6O7 overall in a non-equilibrium geometry, computed with the ωB97M-V functional and the def2-TZVPD basis.

Values from the calculation:
* energy relative to the best compared isomer or geometry (same formula, charge and spin): 0.0 kJ/mol
* energy: -75994.0134 eV
* SMILES: C[C@H](Cl)[C@@H](Cl)c1ccc2c(c1)C(=O)NC2=O.CN(C)C=O.CN(C)C=O.CN(C)C=O.CN(C)C=O.CN(C)C=O
* LUMO level: -0.258 eV
* orbital gap: 8.8 eV

```
! wB97M-V def2-TZVPD RIJCOSX def2/J DEFGRID3
* xyz 0 1
C 2.517 -4.106 5.221
C 2.582 -2.697 4.509
Cl 2.409 -1.319 5.695
C 1.636 -2.564 3.260
Cl 1.949 -3.968 2.129
C 0.120 -2.530 3.589
C -0.599 -1.257 3.418
C -2.036 -1.110 3.656
C -2.795 -2.264 4.083
C -2.088 -3.542 4.262
C -0.675 -3.679 4.025
C -3.176 -4.568 4.683
O -3.071 -5.673 5.139
N -4.394 -3.907 4.352
C -4.304 -2.471 4.380
O -5.198 -1.706 4.598
H 3.310 -4.065 6.020
H 2.815 -4.943 4.544
H 1.550 -4.286 5.751
H 3.633 -2.626 4.111
H 1.879 -1.637 2.678
H -0.055 -0.347 3.082
H -2.572 -0.151 3.491
H -0.199 -4.673 4.175
H -5.263 -4.294 4.721
C -0.369 1.519 0.377
O 0.701 1.349 0.935
N -1.286 2.461 0.709
C -2.542 2.606 -0.002
C -0.999 3.356 1.815
H -0.682 0.892 -0.474
H -2.596 3.610 -0.430
H -3.368 2.462 0.699
H -2.620 1.871 -0.804
H -0.082 3.910 1.603
H -0.848 2.770 2.724
H -1.822 4.054 1.962
C -3.391 -0.713 -2.592
O -2.252 -0.468 -2.241
N -4.045 -0.088 -3.600
C -5.405 -0.431 -3.966
C -3.360 0.961 -4.337
H -3.997 -1.490 -2.099
H -5.424 -0.763 -5.007
H -6.041 0.450 -3.854
H -5.787 -1.230 -3.330
H -2.457 0.549 -4.793
H -3.070 1.757 -3.648
H -4.010 1.366 -5.111
C -0.666 4.404 -4.516
O -1.492 4.948 -3.804
N 0.255 3.508 -4.099
C 1.208 2.898 -5.010
C 0.290 3.145 -2.695
H -0.607 4.610 -5.599
H 1.072 1.816 -4.998
H 2.221 3.142 -4.683
H 1.064 3.263 -6.021
H -0.676 2.721 -2.410
H 0.468 4.041 -2.096
H 1.077 2.417 -2.508
C 5.686 -2.283 6.159
O 5.636 -3.291 5.477
N 6.607 -2.036 7.119
C 6.603 -0.810 7.892
C 7.632 -3.030 7.380
H 4.956 -1.467 6.040
H 7.548 -0.284 7.738
H 6.491 -1.054 8.951
H 5.781 -0.163 7.587
H 8.208 -3.203 6.469
H 7.158 -3.968 7.675
H 8.296 -2.690 8.174
C 0.137 1.551 -7.909
O 1.276 1.802 -7.562
N -0.527 2.170 -8.913
C -1.886 1.817 -9.270
C 0.146 3.222 -9.655
H -0.462 0.770 -7.411
H -1.909 1.484 -10.311
H -2.527 2.694 -9.156
H -2.259 1.016 -8.632
H 1.049 2.817 -10.116
H 0.434 4.020 -8.969
H -0.511 3.622 -10.426
*
```

---

(2)
C26H45Cl3O2P2Ru as an isolated structure in a non-equilibrium geometry, computed with the ωB97M-V functional and the def2-TZVPD basis.

Values from the calculation:
* energy: -90492.7407 eV
* LUMO level (spin up / spin down): -6.831 / -9.112 eV
* orbital gap (spin up / spin down): 6.9 / 4.5 eV

```
! wB97M-V def2-TZVPD RIJCOSX def2/J DEFGRID3
* xyz 2 5
Ru -0.533 -0.681 -2.654
C -2.235 1.610 -0.065
C -2.772 0.763 -1.082
C -2.313 -0.548 0.772
C -1.993 0.805 1.089
C -2.827 -0.575 -0.564
C -2.018 3.060 -0.182
H -1.717 3.341 -1.202
H -1.237 3.404 0.510
H -2.939 3.617 0.055
C -1.583 1.266 2.418
H -1.333 2.333 2.418
H -0.706 0.699 2.772
H -2.386 1.097 3.156
C -2.160 -1.684 1.691
H -2.959 -1.693 2.451
H -1.209 -1.619 2.240
H -2.190 -2.641 1.157
C -3.425 -1.721 -1.268
H -4.510 -1.571 -1.398
H -3.283 -2.652 -0.704
H -2.988 -1.853 -2.275
C -3.322 1.212 -2.369
H -4.341 1.617 -2.245
H -3.380 0.385 -3.089
H -2.714 2.013 -2.813
C 1.221 0.235 -2.808
C 0.104 1.118 -3.057
C -0.292 1.470 -4.468
C -1.056 0.337 -5.219
C -1.143 -0.975 -4.475
C 0.042 -1.752 -4.206
C 1.390 -1.345 -4.783
C 2.080 -0.228 -3.977
H 0.596 1.785 -5.040
H -0.606 0.159 -6.209
H -0.962 2.342 -4.386
H 2.350 0.632 -4.614
H 1.779 0.417 -1.883
H -0.105 1.870 -2.288
H 3.035 -0.614 -3.584
H 2.035 -2.238 -4.758
H -0.077 -2.840 -4.157
H 1.280 -1.059 -5.841
H -2.095 0.674 -5.365
H -2.093 -1.511 -4.560
P 1.860 1.905 0.901
C 1.927 2.835 2.492
H 2.882 3.368 2.599
H 1.801 2.121 3.317
H 1.095 3.553 2.514
C 3.505 1.094 0.970
H 4.289 1.857 1.045
H 3.629 0.520 0.044
H 3.540 0.397 1.831
C 2.285 3.297 -0.226
H 2.448 2.898 -1.234
H 3.187 3.813 0.129
H 1.442 3.999 -0.254
P 1.332 -2.363 -0.072
C 0.041 -3.389 -0.905
H 0.521 -4.205 -1.460
H -0.531 -2.766 -1.634
H -0.656 -3.800 -0.164
C 2.732 -2.757 -1.193
H 2.470 -2.531 -2.236
H 2.980 -3.820 -1.080
H 3.576 -2.125 -0.890
C 1.717 -3.366 1.398
H 2.048 -4.361 1.065
H 0.802 -3.405 2.010
H 2.496 -2.822 1.962
Cl 0.667 0.234 5.727
C 1.286 -1.231 4.907
Cl 2.541 -2.005 5.867
Cl -0.058 -2.383 4.635
C 1.867 -0.745 3.482
O 3.107 -0.784 3.316
O 0.987 -0.372 2.653
*
```

---

(3)
C26H45ClGeLaN3SSi2 as an isolated structure in a non-equilibrium geometry, computed with the ωB97M-V functional and the def2-TZVPD basis.

Values from the calculation:
* energy: -128639.5902 eV
* LUMO level: -5.913 eV
* orbital gap: 7.1 eV

```
! wB97M-V def2-TZVPD RIJCOSX def2/J DEFGRID3
* xyz 2 1
La 1.543 -0.031 -0.594
C 6.721 -0.867 -0.229
Si 4.871 -1.249 -0.125
C 4.348 -1.446 -1.913
C 4.480 -2.761 0.931
C 3.922 0.333 0.476
C 3.337 0.332 1.794
C 4.041 0.550 3.028
C 3.382 0.675 4.225
C 1.991 0.646 4.269
C 1.373 0.361 3.040
N 1.985 0.172 1.886
Si 4.091 2.010 -0.399
C 3.158 1.978 -2.024
C 5.900 2.381 -0.734
C 3.431 3.455 0.614
H 7.286 -1.822 -0.330
H 6.962 -0.319 0.669
H 6.941 -0.194 -1.066
H 4.566 -2.468 -2.272
H 4.905 -0.725 -2.554
H 3.281 -1.299 -2.106
H 5.414 -3.243 1.288
H 3.976 -3.539 0.342
H 3.885 -2.454 1.798
H 5.123 0.560 2.969
H 3.992 0.760 5.123
H 1.426 0.817 5.193
H 0.281 0.350 3.070
H 3.961 2.205 -2.774
H 2.386 2.739 -2.128
H 2.823 0.986 -2.437
H 6.186 1.822 -1.654
H 6.549 2.044 0.108
H 6.170 3.449 -0.921
H 2.302 3.576 0.517
H 3.847 4.368 0.090
H 3.717 3.384 1.678
S -2.185 2.403 1.252
C -0.893 2.077 0.326
N 0.089 1.922 -0.320
C -4.550 -2.756 0.598
C -5.244 -1.947 -0.480
C -4.266 -1.168 -1.372
C -3.163 -0.333 -0.697
Ge -3.961 1.309 0.164
C -4.731 2.542 -1.232
C -6.193 2.210 -1.580
C -7.264 3.249 -1.175
C -7.440 3.394 0.342
H -5.268 -3.400 1.223
H -3.993 -2.159 1.329
H -3.858 -3.488 0.123
H -5.894 -1.223 -0.003
H -5.848 -2.656 -1.078
H -4.870 -0.583 -2.047
H -3.760 -1.878 -2.040
H -2.421 -0.008 -1.448
H -2.665 -0.893 0.108
H -4.957 0.915 1.318
H -4.062 2.501 -2.063
H -4.641 3.562 -0.835
H -6.528 1.293 -1.075
H -6.260 1.999 -2.657
H -8.198 2.988 -1.691
H -7.046 4.255 -1.576
H -7.780 2.473 0.780
H -8.154 4.164 0.608
H -6.435 3.635 0.774
Cl 0.012 -5.829 -2.594
C -0.118 -4.524 -1.413
C -0.874 -4.740 -0.249
C -0.829 -3.793 0.773
C -0.019 -2.687 0.566
N 0.695 -2.439 -0.533
C 0.620 -3.335 -1.507
H -1.487 -5.670 -0.138
H -1.411 -3.837 1.699
H 0.134 -1.992 1.387
H 1.167 -3.090 -2.412
*
```

---

> Number 1 is which compound?

C26H44Cl2N6O7